Entry 1:
The following is a DFT calculation (ωB97M-V with the def2-TZVPD basis set) of a cluster of 2 separate species, C5H5P in total in a non-equilibrium geometry.

Geometry as ORCA input:
```
! wB97M-V def2-TZVPD RIJCOSX def2/J DEFGRID3
* xyz 0 3
C 0.515 -0.558 -1.966
C 0.642 -1.459 -1.047
C -1.342 2.217 -0.081
C -1.437 1.765 1.151
C -0.242 -0.394 -0.622
P 0.207 1.244 0.256
H 0.827 -0.003 -2.760
H 1.009 -2.473 -0.930
H -1.740 2.601 -0.911
H -2.064 1.827 2.027
H -1.654 -0.645 -0.434
*
```

Summary:
* HOMO energy (spin up / spin down): -5.04 / -9.34 eV
* energy relative to the best compared isomer or geometry (same formula, charge and spin): 4.242 eV
* frontier orbital gap (spin up / spin down): 6.17 / 7.26 eV
* electronic energy: -534.4950 Ha

Here are the Mulliken charges for atoms 1 to 8, given in e:
1 C -0.663
2 C -0.579
3 C -0.329
4 C -0.475
5 C 0.125
6 P 0.058
7 H 0.470
8 H 0.358

=====

Entry 2:
The following is a DFT calculation (ωB97M-V with the def2-TZVPD basis set) of a cluster of 2 separate species, C2HNO in total in a non-equilibrium geometry.

Geometry as ORCA input:
```
! wB97M-V def2-TZVPD RIJCOSX def2/J DEFGRID3
* xyz 0 1
O 1.660 -0.657 -0.891
C 1.274 -0.778 0.164
C -0.969 0.474 0.235
N -1.787 1.113 -0.282
H -0.178 -0.151 0.773
*
```

Summary:
* HOMO energy: -12.48 eV
* energy relative to the best compared isomer or geometry (same formula, charge and spin): 0.664 eV
* frontier orbital gap: 12.89 eV
* electronic energy: -206.7486 Ha

Mulliken atomic charges, in units of e:
1 O -0.101
2 C 0.010
3 C 0.130
4 N -0.359
5 H 0.319

=====

Entry 3:
The following is a DFT calculation (ωB97M-V with the def2-TZVPD basis set) of a structure of composition C9H21AlF3IOP2 in a non-equilibrium geometry.

Geometry as ORCA input:
```
! wB97M-V def2-TZVPD RIJCOSX def2/J DEFGRID3
* xyz 2 1
C -0.067 -0.014 -4.814
I -0.927 -0.273 -2.718
H 1.009 0.119 -4.803
H -0.594 0.858 -5.212
H -0.370 -0.924 -5.341
Al -0.295 0.007 -0.312
P 0.233 2.314 -0.295
C -1.300 3.246 -0.586
C 0.924 3.125 1.162
H 1.065 4.199 0.962
H 1.392 3.892 -1.706
H 1.894 2.680 1.407
H 2.324 2.382 -1.475
H -2.019 3.032 0.215
H 0.261 3.011 2.028
C 1.320 2.797 -1.656
H -1.082 4.324 -0.590
H 0.950 2.407 -2.612
H -1.743 2.959 -1.546
P 0.262 -2.286 0.043
C -1.264 -3.269 -0.104
C 1.353 -2.959 -1.241
H 1.929 -2.380 1.769
H 1.125 -3.961 1.544
H 0.303 -2.651 2.441
C 0.965 -2.873 1.597
H 2.347 -2.505 -1.129
H 1.439 -4.045 -1.133
H -1.029 -4.334 0.038
H -1.721 -3.123 -1.087
H 0.967 -2.713 -2.240
H -1.973 -2.954 0.670
C -2.565 -0.032 -0.175
O -3.704 -0.057 -0.234
F -1.588 1.261 2.021
C -0.817 0.142 1.695
F 0.313 0.206 2.497
F -1.575 -0.928 2.180
*
```

Summary:
* HOMO energy: -16.32 eV
* energy relative to the best compared isomer or geometry (same formula, charge and spin): 0.260 eV
* frontier orbital gap: 8.02 eV
* electronic energy: -1952.6537 Ha

Here are the Mulliken charges for atoms 1 to 8, given in e:
1 C -0.891
2 I 0.302
3 H 0.373
4 H 0.381
5 H 0.383
6 Al 0.252
7 P 0.934
8 C -1.250